No. 1
DFT (the ωB97M-V functional and the def2-TZVPD basis) results for a structure of composition C27H57IrNO4P2SSi at a distorted geometry.

Values from the calculation:
Total charge   0
Calculated total energy   -78732.7583 eV
Relative energy (zero: lowest compared OMol25 entry of this formula, charge and spin)   7.6 kJ/mol
Spin multiplicity   6
HOMO-LUMO gap (alpha / beta)   4.14 / 6.33 eV

Atoms and positions in Å:
O (-0.28429, 1.43177, 2.83629)
O (1.97755, 1.04305, 1.62265)
H (-0.39764, -3.31786, 3.09497)
H (0.87246, 3.40172, 2.59096)
H (-0.66366, 2.96368, 4.96420)
H (0.64781, -0.32325, -0.50216)
H (2.02688, 4.43454, 1.76911)
C (-0.92616, -3.65908, -1.15099)
H (-0.49831, 4.11682, -5.04757)
H (3.84402, 3.41210, 3.19546)
H (-1.92505, -0.45650, 4.06528)
C (-0.53476, 1.17282, -6.79919)
C (0.36617, -4.38618, -1.08551)
H (2.91202, -0.51375, 0.10660)
H (2.10420, -1.34401, 4.98369)
H (0.60462, -3.30006, 4.56787)
H (-0.95711, 0.48012, 5.26811)
H (1.04207, -3.85442, -1.76651)
S (-0.56253, 0.91312, -0.18354)
H (-3.45046, -1.29142, 0.56853)
C (3.36155, 2.42584, 3.09595)
H (1.79652, -3.26536, 1.81653)
C (-0.53329, 2.56068, -6.56767)
C (-3.94238, -1.67772, -2.84122)
C (2.96200, -1.28620, -0.67714)
H (-4.05298, -2.68413, -2.43209)
H (2.01920, -1.42217, -4.35917)
H (0.89308, -0.12969, 4.63331)
C (2.13853, -2.00605, -3.43512)
H (-2.54265, 2.40333, 1.75803)
H (2.64478, -3.16884, 3.39671)
C (-1.46481, 2.96121, 4.22109)
H (-0.53429, 0.79498, -7.82104)
Si (0.40683, 0.54120, 1.66220)
H (1.42844, -2.84349, -3.44093)
H (0.72099, -4.33635, -0.04451)
H (2.68651, -2.25639, -0.24685)
P (-2.97437, -0.58588, -1.71369)
C (-1.82090, -3.49440, 0.06560)
H (4.03579, 3.54177, 0.66549)
H (-2.40453, 3.16586, 4.74397)
H (3.17070, -2.38319, -3.34933)
C (-0.56389, 0.75813, -4.40052)
C (0.06794, -2.67178, 3.84553)
H (-1.29851, 3.77220, 3.50676)
H (-3.63056, 1.86655, 3.05013)
Ir (-0.52234, -0.83439, -1.70947)
H (2.43404, -0.14633, 3.75247)
H (3.00055, 2.50625, -0.36045)
P (1.83124, -0.86413, -2.04458)
C (-0.53581, 0.27494, -5.74699)
H (-1.56569, -2.54355, 0.55649)
H (-4.95020, -0.98557, -0.32091)
H (-0.71665, -2.10389, 4.36253)
H (4.15136, 1.66635, 3.11223)
C (-3.33669, 1.07279, -2.40957)
C (-1.77088, 0.52026, 4.53778)
H (-2.68206, 0.74486, 5.10623)
H (2.68156, 2.27681, 3.94770)
C (-3.92633, -0.62422, -0.15301)
C (-1.55011, 1.62134, 3.52011)
H (0.28162, -5.41567, -1.44859)
H (2.18565, 0.85309, -3.71468)
H (3.54238, 0.74699, -2.54651)
H (-4.39959, 1.31395, -2.29683)
H (-1.70704, -4.30112, 0.77261)
H (-3.42309, -1.74311, -3.80110)
H (-2.73940, 1.83629, -1.90367)
H (3.98149, -1.32939, -1.08817)
H (-0.53110, -0.80388, -5.84216)
H (-0.45645, 2.49060, -3.12311)
C (2.60617, 2.36797, 1.77241)
O (-1.18308, -2.98041, -2.20530)
C (1.64722, -0.77212, 4.17505)
H (-3.97848, 0.37609, 0.28864)
C (-2.69252, 1.63551, 2.52524)
C (-0.49812, 2.16499, -4.16874)
H (-2.86701, -3.42291, -0.21733)
N (-0.65691, -0.13421, -3.41129)
H (-3.07319, 1.09695, -3.47170)
O (0.35814, -1.03827, 2.10621)
C (1.54797, 3.44997, 1.73593)
H (-2.81490, 0.66230, 2.03413)
H (2.01394, 1.57324, -2.08920)
C (1.07801, -1.75204, 3.17606)
C (2.44926, 0.74266, -2.65532)
H (0.94568, 3.40774, 0.82453)
C (3.54920, 2.55737, 0.59156)
C (2.20907, -2.58089, 2.57142)
H (4.33044, 1.78861, 0.60381)
H (-0.53136, 3.26693, -7.42128)
H (-4.94217, -1.26276, -3.02283)
H (2.96873, -1.92767, 2.11286)
C (-0.51012, 3.04839, -5.24353)

No. 2
DFT (the ωB97M-V functional and the def2-TZVPD basis) results for the molecule C5H8N2.

Values from the calculation:
Total charge   0
Calculated total energy   -8291.6882 eV
Relative energy (zero: lowest compared OMol25 entry of this formula, charge and spin)   319.2 kJ/mol
HOMO-LUMO gap   8.66 eV

Atoms and positions in Å:
N (0.15496, -1.79598, 0.94133)
H (2.42362, -0.32340, -0.89617)
C (0.89286, 1.03723, -0.38732)
C (-0.23122, 1.36286, 0.50248)
H (-1.50337, -2.53368, -0.05539)
C (-1.01112, -1.56965, 0.10824)
H (2.07269, -1.42577, 1.40338)
H (-0.80066, -1.10410, -0.86505)
H (-1.97423, 2.36144, 0.43618)
H (1.21736, 1.75343, -1.15269)
H (-1.16222, 2.36814, -1.07199)
C (1.23627, -1.16237, 0.74562)
N (-1.16184, 2.07375, -0.09296)
H (-1.71176, -0.92116, 0.64731)
C (1.55865, -0.12072, -0.26296)

No. 3
DFT (the ωB97M-V functional and the def2-TZVPD basis) results for the molecule C3H6N2O at a distorted geometry.

Values from the calculation:
SMILES   CN1C(=O)N1C
Total charge   0
Calculated total energy   -8232.9655 eV
Relative energy (zero: lowest compared OMol25 entry of this formula, charge and spin)   360.2 kJ/mol
HOMO-LUMO gap   10.82 eV

Atoms and positions in Å:
C (0.31251, 0.79252, 1.63294)
H (0.57149, 0.51066, 2.66507)
C (0.21915, -0.23646, -1.88303)
H (-0.21328, 0.42411, -2.61370)
N (-0.51382, 0.01411, -0.68336)
O (-1.59570, -1.77746, 0.61324)
H (-0.49430, 1.44270, 1.72624)
H (-0.03780, -1.26767, -2.09742)
H (1.07661, 1.41725, 1.27583)
N (0.27225, -0.22304, 0.62868)
C (-0.85772, -0.93086, 0.29344)
H (1.26061, -0.16588, -1.55792)

No. 4
DFT (the ωB97M-V functional and the def2-TZVPD basis) results for a cluster of 2 separate species, C2H4N2OS in total at a distorted geometry.

Values from the calculation:
Total charge   0
Calculated total energy   -18000.5833 eV
Relative energy (zero: lowest compared OMol25 entry of this formula, charge and spin)   200.3 kJ/mol
HOMO-LUMO gap   8.96 eV

Atoms and positions in Å:
C (0.72994, -0.02150, 0.08904)
H (0.72173, 1.84272, -0.45119)
C (3.12379, -0.65592, -0.12989)
N (0.04352, -1.09261, 0.46768)
S (3.71276, 0.80480, 0.08401)
H (-0.95267, -1.27535, 0.32853)
N (0.09500, 1.07730, -0.38126)
H (-0.81245, 1.38712, -0.44127)
O (3.02993, -1.80578, -0.23567)
H (0.56916, -1.98842, 0.49793)

No. 5
DFT (the ωB97M-V functional and the def2-TZVPD basis) results for a structure of composition C43H47N5OPS3Zr at a distorted geometry.

Values from the calculation:
Total charge   +3
Calculated total energy   -97906.4415 eV
Relative energy (zero: lowest compared OMol25 entry of this formula, charge and spin)   36.1 kJ/mol
HOMO-LUMO gap   7.05 eV

Atoms and positions in Å:
H (1.27180, 0.42430, -5.24199)
H (2.10482, 2.97420, -1.67074)
C (-4.27116, -1.66171, -1.24834)
H (-2.38959, 2.09017, -4.26425)
H (1.96531, 0.30656, 4.81176)
H (1.74438, -1.51390, -0.81444)
C (-1.37999, 2.81456, -1.09690)
H (0.10298, 3.70931, 4.86713)
C (-4.58281, -0.18874, 0.68257)
C (-2.24322, 2.66539, 1.98766)
C (1.93719, 3.88042, -1.10072)
H (-5.17059, -2.17764, -0.91089)
H (-2.33923, 3.57028, 5.25135)
C (1.27547, -0.25065, -3.14839)
S (4.74005, 0.68471, 1.36402)
H (-4.02207, 3.84563, -3.74976)
H (1.23591, 7.15496, 0.80070)
P (-0.07744, 2.41036, 0.13863)
H (-0.09784, 5.17316, 1.29294)
H (3.44958, 4.98373, -2.14588)
C (-1.84342, -5.16843, -3.26037)
H (2.32973, -3.06238, -1.45407)
H (-2.98971, -0.32514, 2.60086)
C (-1.99098, -3.78602, -3.40099)
H (-2.38162, -1.95807, 2.33908)
C (3.49378, 0.72384, 0.18299)
C (-1.40836, 2.18043, -2.35220)
C (1.15267, 0.03056, 4.16049)
C (-2.76566, 2.94453, 3.24324)
C (-3.54230, -1.04760, -0.04902)
H (2.93643, 1.28977, -1.78565)
S (0.14107, -5.19036, 0.25686)
H (-1.06989, -6.76825, -2.04851)
C (-0.87009, 2.74946, 1.75977)
C (-2.32248, -0.16076, -0.46782)
H (4.50171, 0.44424, -1.69203)
H (3.31797, -1.61239, -1.61667)
C (2.35385, 0.18447, 2.00887)
H (-3.22860, -1.87489, 0.59220)
C (0.68834, 5.10531, 0.55518)
C (2.29505, -1.98848, -1.63885)
H (-1.63357, -1.84226, -2.55002)
N (1.04914, -3.00591, 1.64296)
Zr (-0.12046, -0.39012, -0.04975)
C (0.59165, 0.07620, -4.47156)
C (2.44388, 6.18977, -0.68762)
C (0.94649, 3.91419, -0.12095)
H (-2.22201, -5.82684, -4.02996)
C (-0.97047, -0.61107, 3.20464)
H (-5.37220, -0.80950, 1.10694)
H (-2.38491, -0.03607, -1.55557)
C (-0.02995, 3.09348, 2.82275)
C (-3.23117, 4.21199, -1.78680)
C (-1.53143, -2.91350, -2.43500)
C (-2.27597, 3.84560, -0.84893)
S (-0.37030, -0.39409, 4.78567)
H (3.51923, -1.43676, -4.08490)
H (0.76364, -2.32907, -3.11526)
H (-2.48455, -3.39975, -4.28323)
C (1.44021, 6.23450, 0.27033)
C (1.65503, -1.71516, -2.99838)
H (3.90393, 0.08970, 3.56968)
H (-3.83674, 2.90690, 3.40014)
N (-0.07640, -0.38757, 2.25262)
H (0.54530, -2.97972, 2.52564)
H (2.19894, 0.32755, -3.09050)
H (4.36463, 2.10844, -1.15985)
H (2.98232, -3.11348, -3.98579)
C (0.26330, -3.51128, 0.60031)
H (-4.58083, -0.87891, -1.94520)
C (1.15484, -0.04328, 2.80560)
H (-2.92306, 2.45484, 1.17252)
C (-0.74522, -4.81829, -1.18864)
H (-3.92710, 5.00900, -1.56018)
C (2.68374, 5.01361, -1.38187)
N (2.30154, 0.41430, 0.64149)
H (-2.53435, 0.84129, -0.07841)
N (-0.34786, -2.69995, -0.24105)
H (2.18670, -2.01241, -5.09833)
C (-0.55688, 3.39079, 4.06999)
O (-0.28891, 1.15824, -4.11505)
C (3.60081, 0.25916, 2.54943)
H (3.02518, 7.07602, -0.90325)
H (-4.16687, 0.42168, 1.48539)
N (0.31392, 0.33124, -2.13822)
H (-2.78016, -1.40870, 3.97224)
C (-0.43766, 1.18339, -2.80894)
C (2.64091, -2.08610, -4.11012)
H (1.86992, -3.58623, 1.79662)
C (-2.35609, -1.10525, 3.01698)
C (-2.36672, 2.57247, -3.29772)
C (-1.20972, -5.70100, -2.15647)
C (-0.91260, -3.43335, -1.29803)
C (-1.92740, 3.31712, 4.28300)
H (-5.04563, 0.49536, -0.03217)
H (-3.66601, -2.38477, -1.78032)
H (1.03904, 3.17838, 2.66005)
H (-2.23215, 4.37315, 0.09474)
H (-0.01119, -0.74950, -4.85762)
C (3.83607, 1.15509, -1.19951)
C (-3.28364, 3.56461, -3.01161)

No. 6
DFT (the ωB97M-V functional and the def2-TZVPD basis) results for the molecule C5H4O2 at a distorted geometry.

Values from the calculation:
SMILES   O=c1cccco1
Total charge   0
Calculated total energy   -9343.3572 eV
Relative energy (zero: lowest compared OMol25 entry of this formula, charge and spin)   79.6 kJ/mol
HOMO-LUMO gap   8.69 eV

Atoms and positions in Å:
C (1.03748, 0.79968, -0.14570)
H (-2.37235, 0.94131, 0.00129)
O (2.04553, -1.36422, 0.39229)
C (-0.23724, 1.28763, -0.20184)
C (-1.27734, -0.87351, -0.10295)
C (-1.40433, 0.48038, -0.12129)
C (1.20709, -0.62524, 0.01538)
H (1.89936, 1.47129, -0.10142)
H (-2.05540, -1.52041, 0.31897)
H (-0.38250, 2.36448, -0.20115)
O (-0.13954, -1.45244, -0.41353)

No. 7
DFT (the ωB97M-V functional and the def2-TZVPD basis) results for the molecule C5H9F2NO2 at a distorted geometry.

Values from the calculation:
SMILES   CC(F)(F)[C@@](C)(N)C(=O)O
Total charge   0
Calculated total energy   -16350.7525 eV
Relative energy (zero: lowest compared OMol25 entry of this formula, charge and spin)   20.8 kJ/mol
HOMO-LUMO gap   10.59 eV

Atoms and positions in Å:
C (-0.77668, 0.74263, 0.29388)
H (2.10015, 0.60989, -1.41085)
H (-1.38496, 1.52567, 1.95965)
O (2.49609, 0.65602, -0.47118)
C (1.57411, 0.00542, 0.27368)
F (-0.24670, 1.98767, -0.03691)
N (0.41744, 0.15586, -1.77126)
C (0.17777, -0.25478, -0.44013)
H (-0.10946, -0.24221, -2.59444)
O (1.75983, -0.28783, 1.45074)
H (-0.00869, -1.93952, 0.81840)
H (-0.18004, 0.38134, 2.36509)
C (-0.19823, -1.71738, -0.29811)
H (0.31614, -2.27895, -0.93273)
F (-2.05000, 0.84391, -0.35560)
H (-1.87867, -0.21409, 1.78071)
H (0.34657, 1.22878, -1.94736)
C (-1.03689, 0.61310, 1.78791)
H (-1.31774, -1.81555, -0.47149)

> relative energy (zero: lowest compared OMol25 entry of this formula, charge and spin) of number 2 (C5H8N2)?

319.2 kJ/mol

> Among the records above, which one has the lowest calculated total energy?

C43H47N5OPS3Zr

> The highest calculated total energy belongs to which entry?

C3H6N2O